Here is a 2-piece molecular cluster, C3H6Br3 overall at a distorted geometry from OMol25. Energies are from ωB97M-V/def2-TZVPD.

CARTESIAN COORDINATES (ANGSTROEM)
1 Br -2.5722 -1.1278 1.6858
2 C 0.8390 -0.6323 0.5515
3 H 0.6237 -1.6829 0.7658
4 H -2.3357 0.3439 -0.3331
5 H -1.5783 -1.2528 -0.6138
6 H -0.3118 1.2381 0.3919
7 C -0.3595 0.1598 0.3582
8 Br 1.8484 2.7579 -2.0063
9 Br 2.0169 -0.7133 -1.0163
10 H 1.5495 -0.1990 1.2557
11 C -1.6570 -0.4165 0.0942
12 H 1.9371 1.5248 -1.1338

Forces on atoms 1 to 6 (eV/Å):
Br 0.062 -0.050 0.159
C 0.169 -0.344 0.739
H 0.075 0.293 0.143
H 0.254 -0.535 0.341
H -0.178 0.059 0.339
H 0.238 0.080 0.105

As for the orbital gap (spin up / spin down): 0.35023 / 0.33142 Eh. The spin multiplicity is 2.